Record 1
Below is C36H44CoN2Si as an isolated structure, with properties calculated with ωB97M-V/def2-TZVPD.

XYZ file:
```
84
C36H44CoN2Si ωB97M-V/def2-TZVPD
C 1.167 2.457 1.585
C 1.457 2.168 0.196
C 0.312 2.687 -0.580
H 2.420 1.915 -0.239
C -0.608 3.264 0.361
C -0.073 3.118 1.665
H -0.524 3.521 2.573
H 1.841 2.247 2.415
H 0.324 2.846 -1.658
H -1.533 3.777 0.101
Co 0.103 0.716 -0.066
C -0.098 -0.023 -1.804
H -0.979 0.421 -2.287
H -0.185 -1.111 -1.727
H 0.834 0.274 -2.307
Si -0.070 -0.738 -5.244
C 1.614 -0.581 -5.981
C 2.346 0.614 -5.839
H 1.908 1.467 -5.310
C 3.631 0.710 -6.382
H 4.190 1.642 -6.284
C 4.197 -0.383 -7.053
H 5.206 -0.307 -7.468
C 3.465 -1.568 -7.193
H 3.893 -2.415 -7.730
C 2.180 -1.676 -6.651
H 1.601 -2.596 -6.747
C -1.156 0.590 -5.919
C -0.908 1.136 -7.194
H -0.117 0.717 -7.821
C -1.666 2.219 -7.649
H -1.466 2.632 -8.637
C -2.675 2.763 -6.845
H -3.252 3.620 -7.196
C -2.953 2.192 -5.597
H -3.759 2.590 -4.981
C -2.209 1.099 -5.137
H -2.428 0.636 -4.169
H 0.183 -0.541 -3.825
H -0.706 -2.097 -5.255
C 4.107 -3.907 3.408
C 2.725 -3.394 3.830
C 1.742 -4.576 3.841
C 2.825 -2.838 5.261
C 2.194 -2.308 2.872
C 2.905 -1.841 1.757
C 2.302 -0.966 0.851
N 1.014 -0.570 1.006
C 0.331 -0.939 2.140
C 0.916 -1.785 3.086
C -0.966 -0.298 2.249
C -1.707 -0.167 3.431
C -2.835 0.664 3.448
C -3.319 1.123 2.210
C -2.557 0.970 1.058
N -1.338 0.367 1.103
C -3.498 1.157 4.737
C -3.483 2.696 4.754
C -4.958 0.673 4.781
C -2.773 0.661 5.992
H 4.432 -4.693 4.100
H 4.848 -3.101 3.436
H 4.073 -4.335 2.401
H 2.112 -5.363 4.507
H 0.749 -4.277 4.193
H 1.635 -5.000 2.837
H 3.530 -1.999 5.299
H 1.853 -2.493 5.630
H 3.187 -3.616 5.944
H 3.935 -2.148 1.563
H 2.839 -0.583 -0.020
H 0.326 -2.041 3.967
H -1.317 -0.660 4.324
H -4.267 1.663 2.144
H -2.878 1.388 0.106
H -4.061 3.112 3.921
H -3.919 3.064 5.690
H -2.455 3.068 4.679
H -4.997 -0.424 4.788
H -5.446 1.048 5.690
H -5.522 1.035 3.911
H -2.811 -0.431 6.073
H -1.725 0.982 5.992
H -3.253 1.082 6.884
```

ΔE to the lowest compared entry with this formula, charge and spin ... 0.000 eV
HOMO energy (spin up / spin down) ... -5.537 / -6.955 eV
HOMO-LUMO gap (spin up / spin down) ... 5.15 / 6.39 eV
<S²> ... 3.79
Lowest unoccupied orbital energy (spin up / spin down) ... -0.014 / -0.021 hartree
Multiplicity ... 4
Strongest force on any atom ... 3.4 eV/Å

=====

Record 2
Below is C14H25BF4N6RuS as an isolated structure, with properties calculated with ωB97M-V/def2-TZVPD.

XYZ file:
```
52
C14H25BF4N6RuS ωB97M-V/def2-TZVPD
Ru -0.436 -0.448 -0.081
C -0.501 3.830 1.375
C -0.108 2.451 0.999
N -1.000 1.559 0.550
N -2.237 1.970 0.682
C -3.222 1.035 0.338
N -4.404 1.402 0.782
S -2.970 -0.341 -0.580
C 1.263 1.978 1.173
C 2.185 2.729 1.896
C 3.463 2.221 2.100
C 3.779 0.994 1.555
C 2.799 0.309 0.839
N 1.572 0.770 0.657
H -1.357 4.164 0.796
H 0.327 4.519 1.236
H -0.798 3.853 2.429
H -4.504 2.255 1.315
H -5.211 0.809 0.650
H 1.913 3.685 2.313
H 4.190 2.782 2.669
H 4.759 0.558 1.673
H 3.035 -0.648 0.392
C 1.329 0.806 -2.314
N 0.147 -0.086 -2.183
C -0.918 0.507 -3.037
C 0.498 -1.430 -2.742
C 1.180 -2.278 -1.690
N 0.317 -2.373 -0.483
C -0.878 -3.228 -0.752
C 1.054 -2.989 0.649
H 1.544 0.963 -3.373
H 2.199 0.363 -1.838
H 1.114 1.766 -1.848
H -0.539 0.611 -4.056
H -1.191 1.487 -2.651
H -1.796 -0.131 -3.044
H 1.144 -1.309 -3.616
H -0.421 -1.902 -3.085
H 2.130 -1.836 -1.383
H 1.393 -3.281 -2.072
H -0.545 -4.202 -1.120
H -1.526 -2.770 -1.498
H -1.435 -3.352 0.173
H 1.351 -4.004 0.377
H 0.408 -3.010 1.522
H 1.941 -2.403 0.874
F -0.822 -0.940 1.728
B -2.512 -1.835 2.908
F -2.719 -2.807 2.032
F -3.236 -0.729 2.810
F -1.750 -2.043 3.953
```

ΔE to the lowest compared entry with this formula, charge and spin ... 0.000 eV
HOMO energy (spin up / spin down) ... -14.611 / -15.699 eV
HOMO-LUMO gap (spin up / spin down) ... 7.45 / 6.59 eV
<S²> ... 6.04
Lowest unoccupied orbital energy (spin up / spin down) ... -0.263 / -0.335 hartree
Net charge ... +2
Multiplicity ... 5
Strongest force on any atom ... 0.4 eV/Å

=====

Record 3
Below is C28H42BeBrFGeN2O4Si3 as an isolated structure, with properties calculated with ωB97M-V/def2-TZVPD.

XYZ file:
```
83
C28H42BeBrFGeN2O4Si3 ωB97M-V/def2-TZVPD
Be 0.704 -0.514 0.220
C 2.323 -0.038 6.951
C 1.697 -1.357 6.518
C 0.629 -1.883 7.464
C -0.554 -0.929 7.524
C -1.047 -0.601 6.140
C -2.334 -0.167 5.931
C -2.793 0.113 4.643
F -4.056 0.529 4.506
C -2.004 -0.032 3.541
C -0.683 -0.468 3.726
C 0.189 -0.616 2.587
O -0.256 -0.288 1.420
C 1.477 -1.121 2.808
C 1.878 -1.374 4.103
N 1.104 -1.193 5.163
C -0.205 -0.752 5.016
C 2.499 -1.325 1.722
O 3.618 -1.680 2.005
O 2.080 -1.091 0.502
H 2.754 -0.144 7.946
H 1.586 0.765 6.977
H 3.116 0.257 6.264
H 2.476 -2.110 6.402
H 1.069 -2.019 8.451
H 0.300 -2.865 7.116
H -0.272 -0.007 8.039
H -1.368 -1.366 8.102
H -3.017 -0.050 6.762
H -2.375 0.177 2.548
H 2.891 -1.716 4.276
O -1.311 -1.971 -5.037
C -0.841 -1.584 -3.851
C -0.012 -0.478 -3.670
C 0.400 -0.174 -2.398
N 0.048 -0.888 -1.313
C -0.726 -1.964 -1.512
Br -1.132 -3.024 -0.014
C -1.203 -2.345 -2.742
H -1.002 -1.394 -5.746
H 0.311 0.133 -4.502
H 1.042 0.674 -2.209
H -1.827 -3.218 -2.856
C 2.042 2.330 3.712
Si 1.224 3.326 2.343
C -0.602 3.508 2.740
C 2.061 5.006 2.316
Ge 1.450 2.382 0.158
Si 3.708 2.125 -0.593
C 4.796 1.625 0.843
C 3.862 0.852 -1.964
C 4.224 3.809 -1.250
Si -0.121 3.463 -1.291
C 0.392 3.368 -3.100
C -1.812 2.674 -1.079
C -0.199 5.279 -0.818
H 1.926 2.875 4.654
H 3.111 2.205 3.529
H 1.609 1.339 3.841
H -0.736 3.883 3.758
H -1.128 2.555 2.660
H -1.089 4.213 2.064
H 1.926 5.495 3.285
H 1.656 5.667 1.550
H 3.134 4.905 2.145
H 4.532 0.639 1.227
H 4.747 2.345 1.661
H 5.836 1.580 0.509
H 3.531 -0.133 -1.629
H 4.913 0.767 -2.252
H 3.307 1.134 -2.862
H 4.145 4.584 -0.486
H 3.609 4.113 -2.099
H 5.264 3.777 -1.587
H 0.171 2.399 -3.549
H 1.453 3.581 -3.243
H -0.172 4.115 -3.665
H -1.798 1.616 -1.353
H -2.552 3.172 -1.709
H -2.152 2.743 -0.044
H 0.771 5.765 -0.932
H -0.527 5.417 0.212
H -0.909 5.798 -1.466
```

ΔE to the lowest compared entry with this formula, charge and spin ... 0.000 eV
HOMO energy (spin up / spin down) ... -9.667 / -10.887 eV
HOMO-LUMO gap (spin up / spin down) ... 6.58 / 7.33 eV
<S²> ... 0.75
Lowest unoccupied orbital energy (spin up / spin down) ... -0.113 / -0.131 hartree
Net charge ... +1
Multiplicity ... 2
Strongest force on any atom ... 0.1 eV/Å